# 1
Computed, not measured: C23H49GaN4OP3 as an isolated structure in a non-equilibrium geometry, with ωB97M-V/def2-TZVPD.

```
81
Properties=species:S:1:pos:R:3:forces:R:3:lowdin_charge:R:1
H -2.373418 2.817686 -0.788795 -0.290 -0.026 0.135 0.049
N 2.007294 -3.675394 0.625210 -0.075 0.827 -0.076 -0.069
H 0.624096 1.942153 5.213595 0.161 0.089 -0.319 0.074
N 3.869668 -2.396502 -0.260664 -0.633 0.350 -0.081 -0.068
H 1.624621 4.114449 1.871309 0.203 -0.144 -0.149 0.045
H -5.340200 -3.876966 -5.452630 -0.183 0.381 -0.077 0.059
Ga 0.452405 0.513735 0.419580 0.814 -0.384 -0.057 0.346
C -2.235727 0.291897 -3.050122 -0.962 0.001 -1.108 0.056
C -3.357867 -0.365076 -3.543266 0.893 1.082 -0.353 0.010
H -3.806305 -0.039123 -4.484283 0.167 -0.183 0.263 0.131
H -0.778922 4.270393 1.902367 -0.281 0.073 0.201 0.036
C 3.469212 -3.468432 0.662338 -0.118 0.011 -0.069 -0.129
H -4.768124 -1.977035 -3.270610 0.236 0.175 0.075 0.112
H -3.868253 1.474266 2.533078 0.335 0.098 -0.074 0.083
H 4.028824 1.823897 -0.547426 -0.224 0.161 -0.135 0.066
C 1.083696 2.202592 4.247669 -0.134 0.408 -0.170 -0.236
H 4.009401 -3.763191 -1.837453 -0.099 0.403 -0.142 0.146
H 2.164531 -5.013658 -0.973331 -0.345 0.218 -0.007 0.146
C -2.923129 2.471309 0.096384 0.455 -0.323 -0.656 -0.220
C -5.768599 -2.875936 -5.576894 0.236 0.305 -0.294 -0.099
H 2.084893 2.616332 4.433530 -0.336 -0.009 -0.083 0.065
C -3.910544 -1.447619 -2.850848 -0.454 -0.042 -0.459 0.031
C 0.691862 3.586539 -1.060555 -0.191 0.003 0.012 -0.225
H -1.826831 -1.491369 -0.149556 -0.123 0.007 -0.258 0.091
H -0.775603 -0.206244 4.257828 0.239 -0.161 0.042 0.033
H -1.604865 3.626897 3.353938 0.053 -0.016 -0.243 0.059
C 1.333829 -2.419525 0.962562 0.156 -0.934 -0.090 -0.166
H -1.758330 1.117710 -3.580971 -0.254 -0.251 0.069 0.142
H -2.460851 1.130752 3.592237 -0.160 -0.015 -0.269 0.049
H -5.767741 -1.046329 -6.665982 0.132 -0.382 0.036 0.057
C 1.351392 -1.790043 -1.395940 0.331 -1.009 -0.720 -0.153
C 3.176517 2.239084 -1.102943 0.116 -0.437 -0.034 -0.220
H 0.312337 2.980935 -1.893453 0.102 0.124 0.190 0.056
C 2.949945 0.165145 3.576478 0.112 0.090 -0.081 -0.255
H -4.495267 -2.309714 -7.186345 -0.336 0.096 0.261 0.059
H -0.164256 3.975787 -0.494215 0.215 -0.020 -0.142 0.039
P 1.752939 2.544388 -0.005394 0.215 0.785 -0.997 0.802
C 0.275309 -0.516191 4.197954 -0.125 -0.062 -0.323 -0.244
N 2.033443 -3.050057 -1.733492 -0.220 0.644 0.834 -0.064
H 0.250447 -2.595018 0.935858 0.167 0.174 0.046 0.124
H 1.272531 4.428820 -1.466796 -0.147 -0.241 0.215 0.084
H 0.464627 2.958580 3.744304 0.249 -0.113 0.338 0.004
N 1.681793 -1.314348 -0.009940 -0.516 0.778 0.249 -0.139
H 1.654411 -2.104409 1.965566 -0.180 -0.023 -0.273 0.103
H -6.615204 -2.614107 -4.932402 0.254 -0.098 -0.275 0.055
H -3.598189 3.266730 0.439446 0.162 -0.274 -0.032 0.075
H 1.675356 -1.030454 -2.121338 -0.229 -0.049 0.239 0.138
H 3.774406 -3.206865 1.682563 0.021 -0.175 -0.175 0.138
H 0.546057 -4.216300 -0.786456 0.323 -0.128 -0.078 0.138
C -1.663217 3.728732 2.264598 0.825 0.074 0.088 -0.213
C -3.356745 -1.847192 -1.635555 1.254 -0.033 1.568 0.003
H 0.690692 -0.586406 5.212734 -0.102 0.037 -0.262 0.077
H 3.176050 0.369561 4.635278 -0.032 -0.154 -0.345 0.075
H 3.425547 -0.888906 1.120061 -0.077 0.047 -0.257 0.110
C -1.666863 -0.102932 -1.815696 1.876 0.916 0.963 -0.351
C 3.485657 -2.820607 -1.626286 0.039 0.010 0.140 -0.128
H -0.589790 -0.321907 1.239412 -0.507 0.136 0.375 0.022
H 3.075347 -0.910201 3.378897 -0.007 0.357 0.111 0.043
O -0.601256 0.559723 -1.377753 -1.079 -0.841 -0.073 -0.142
H 0.327556 -1.499391 3.712550 -0.094 0.181 0.229 0.042
C 2.429952 3.653204 1.284286 -0.242 -0.346 0.506 -0.201
H -3.507617 1.580745 -0.167637 0.170 0.196 0.012 0.062
H 3.953172 -4.397267 0.325225 -0.068 0.311 0.394 0.147
H 2.893839 1.530770 -1.895742 0.094 0.261 0.156 0.062
C -2.836225 1.097398 2.560726 0.651 -0.390 0.078 -0.220
H -2.559739 4.308817 2.007146 0.211 -0.262 0.012 0.075
H 3.769423 -2.037002 -2.341259 0.071 -0.297 0.090 0.139
H 3.478987 3.191447 -1.567262 -0.146 -0.278 0.221 0.084
C 3.173982 -1.157445 0.086260 0.775 -0.424 -0.303 -0.151
H 3.651408 0.730547 2.945917 -0.059 -0.195 0.251 0.044
H -3.775996 -2.687896 -1.079120 0.054 0.255 -0.242 0.138
H 3.079385 3.088041 1.967804 -0.158 0.151 -0.187 0.051
H -2.823202 0.057186 2.212463 -0.138 0.182 0.153 0.048
H 3.496770 -0.368137 -0.605820 -0.143 -0.211 0.187 0.109
C -2.250697 -1.186121 -1.106176 -1.033 -0.951 0.073 -0.002
C 1.636447 -4.078815 -0.742406 0.063 0.193 -0.049 -0.127
H 0.270958 -1.964989 -1.464282 0.240 0.168 0.038 0.114
H 3.030582 4.458466 0.831505 -0.267 -0.376 -0.135 0.090
C -5.313536 -2.031225 -6.513476 -0.102 -0.278 0.395 -0.073
P 1.232936 0.699280 3.212673 0.497 -0.809 0.562 0.776
P -1.751421 2.082352 1.449243 -2.300 0.585 0.345 0.884
```
Forces are in eV/Å.

The net charge is +3. The HOMO energy (alpha / beta) comes out at -0.5756 / -0.5763 hartree. As for the HOMO-LUMO gap (alpha / beta): 4.37 / 3.06 eV. Its total energy is -4147.82993 a.u. The energy relative to the best compared isomer or geometry (same formula, charge and spin) is 0.000 eV.

---

# 2
Computed, not measured: one molecule with the formula C4H4ClNO in a non-equilibrium geometry, with ωB97M-V/def2-TZVPD.

```
11
Properties=species:S:1:pos:R:3:forces:R:3:lowdin_charge:R:1
C -2.480018 -0.648101 0.824918 0.541 -0.827 -0.608 -0.549
C 0.928115 0.263981 -0.067947 -0.727 0.707 1.858 -0.328
Cl -2.688406 -1.861259 2.067565 -0.017 0.259 0.092 0.560
C 2.019679 0.651468 -0.950164 0.596 -0.609 -0.140 -0.103
H 2.144729 0.241203 -1.938009 -0.107 -0.169 -0.212 0.113
H -3.378627 -0.364667 0.300094 0.069 0.372 0.175 0.059
C -1.288255 -0.579302 0.254736 0.808 0.321 -0.120 -0.176
H 1.104693 0.395296 1.008720 0.045 -0.178 -0.285 0.153
H 2.918678 1.022527 -0.462654 0.104 -0.237 -0.127 0.114
O 0.912117 1.485418 -0.751317 -0.787 0.765 -0.163 -0.008
N -0.192703 -0.606565 -0.285942 -0.526 -0.405 -0.469 0.167
```
Forces are in eV/Å.

The HOMO energy comes out at -0.3240 hartree. As for the HOMO-LUMO gap: 9.27 eV. Its total energy is -744.88978 a.u. The energy relative to the best compared isomer or geometry (same formula, charge and spin) is 3.034 eV.

---

# 3
Computed, not measured: a 2-piece molecular cluster, C9H14O overall, with ωB97M-V/def2-TZVPD.

```
24
Properties=species:S:1:pos:R:3:forces:R:3:lowdin_charge:R:1
H -1.228489 -0.437887 4.631311 -0.242 0.101 0.131 0.058
H -2.358448 -1.335023 3.582694 0.045 0.165 0.155 0.062
C -1.876678 0.661186 2.831006 0.152 0.485 -0.025 -0.164
H -1.412582 1.548243 3.260357 0.063 -0.013 0.248 0.060
H -2.249564 -0.496917 -2.868904 0.131 0.185 -0.110 0.084
H 2.694796 -0.518712 1.370312 -0.014 -0.007 -0.039 0.101
H -0.701258 -1.115955 3.127272 0.203 -0.055 -0.059 0.051
C 0.541768 -1.151175 -1.711284 -0.665 0.180 -0.425 -0.049
C -1.536965 -0.612076 3.603895 -0.068 -0.264 -0.328 -0.162
C 0.591230 1.218650 -0.228797 -0.071 -0.003 -0.038 -0.028
H -1.475675 0.631414 1.822532 -0.123 -0.204 -0.249 0.040
C -0.296394 -0.093848 -2.063796 -0.042 0.066 -0.185 -0.289
H 2.101160 -1.776759 -0.327018 -0.177 -0.335 -0.195 0.111
C 1.405603 0.155685 0.120458 -0.249 -0.371 -0.281 -0.335
H -0.956505 -0.978960 -3.941037 0.157 0.028 0.026 0.072
C -0.250397 1.085604 -1.321434 0.053 -0.138 -0.335 -0.046
H 0.632714 2.122452 0.359909 -0.030 0.109 0.008 0.118
C 1.383831 -1.022401 -0.630516 0.621 0.287 0.650 -0.029
C -1.251512 -0.208674 -3.228508 -0.193 -0.387 0.352 -0.061
H -1.330253 0.732182 -3.758586 -0.095 0.185 -0.119 0.070
H -2.941010 0.889410 2.758396 -0.013 -0.217 0.102 0.061
H 0.459071 -2.055285 -2.316265 0.362 0.083 0.313 0.115
O 2.202485 0.293630 1.216740 0.146 0.128 0.141 0.046
H -0.869366 1.912580 -1.660489 0.048 -0.008 0.262 0.114
```
Forces are in eV/Å.

The HOMO energy comes out at -0.3073 hartree. As for the HOMO-LUMO gap: 9.20 eV. Its total energy is -426.56540 a.u. The energy relative to the best compared isomer or geometry (same formula, charge and spin) is 0.201 eV.